Entry 1:
Computed, not measured: a 24-piece molecular cluster, H48O24 overall, with ωB97M-V/def2-TZVPD.

Calculated values
Kohn-Sham gap   0.3454 hartree
E_HOMO   -10.114 eV
Relative energy (zero: lowest compared OMol25 entry of this formula, charge and spin)   2.801 eV

```
! RIJCOSX wB97M-V def2-TZVPD def2/J DEFGRID3
* xyz 0 1
O 6.670 -0.634 -15.685
H 5.986 -1.699 -17.666
H 9.279 -0.992 -10.865
H 6.884 -7.036 -14.517
H 10.732 -1.938 -15.608
H 7.516 -0.314 -16.001
H 9.887 -4.860 -9.827
H 4.402 -2.527 -15.075
O 5.758 -3.837 -14.930
H 4.749 -5.088 -11.374
H 7.270 -2.032 -14.188
H 4.424 -4.725 -18.085
H 11.345 -1.388 -12.086
H 8.983 -3.526 -15.564
H 12.620 -1.632 -11.307
H 9.186 -3.261 -17.925
H 7.303 -3.951 -8.759
O 11.531 -1.840 -16.126
H 13.384 -1.882 -16.250
H 5.116 -3.502 -18.650
H 5.832 -7.913 -13.150
O 6.191 -7.510 -12.360
O 7.255 -2.198 -13.245
O 12.217 1.654 -16.035
O 9.809 -2.675 -18.356
O 7.502 -3.050 -9.011
H 7.527 -4.869 -17.845
H 12.201 1.446 -15.101
H 10.173 -3.197 -19.071
O 12.291 -1.487 -12.194
O 14.292 -1.593 -16.338
H 5.726 -6.677 -12.282
O 9.627 1.314 -13.884
H 5.185 -4.325 -15.520
H 7.195 -2.229 -18.407
O 4.286 -1.621 -15.362
H 7.868 -4.368 -12.454
H 10.873 -3.931 -10.502
O 7.953 -4.537 -17.055
O 7.581 -6.431 -14.772
H 6.340 -2.073 -12.995
H 12.045 0.819 -16.470
H 6.262 -7.103 -18.461
O 9.590 -0.958 -11.769
H 4.776 -4.406 -12.725
O 6.950 -6.469 -18.659
O 9.969 -3.979 -10.191
H 6.637 -6.010 -19.438
H 12.605 -3.416 -14.426
H 12.934 -3.219 -12.961
H 8.857 -1.292 -12.287
H 7.811 -5.220 -16.400
H 8.310 -3.115 -9.519
O 4.520 -4.212 -18.888
O 8.757 -4.646 -12.675
H 9.115 -3.532 -14.056
H 8.208 -6.470 -14.050
H 9.401 0.384 -13.917
O 6.260 -2.054 -18.512
H 8.242 0.204 -18.603
H 9.187 -0.723 -17.869
O 9.422 -3.078 -14.841
H 5.172 -1.317 -15.560
O 8.471 -0.104 -17.726
H 9.224 -4.644 -11.840
O 13.215 -3.695 -13.743
H 11.264 -2.050 -17.021
H 10.550 1.328 -13.629
H 6.512 -0.139 -14.881
H 14.697 -1.812 -15.499
O 5.082 -5.188 -12.266
H 6.479 -4.438 -14.743
*
```

These are the Löwdin partial charges, in e, on atoms 1 to 2: -0.04, 0.03


Entry 2:
Computed, not measured: a 2-piece molecular cluster, H4INSi overall, with ωB97M-V/def2-TZVPD.

Calculated values
Kohn-Sham gap   0.3124 hartree
SMILES   N=[SiH2].I
E_HOMO   -9.236 eV
Relative energy (zero: lowest compared OMol25 entry of this formula, charge and spin)   3.172 eV

```
! RIJCOSX wB97M-V def2-TZVPD def2/J DEFGRID3
* xyz 0 1
H 1.707 -0.870 0.336
I -0.228 1.944 2.856
H -1.522 0.238 -0.699
H -0.699 1.313 1.487
Si 0.513 -0.470 -0.506
H 1.208 -0.848 -1.818
N -0.911 0.166 0.117
*
```

These are the Löwdin partial charges, in e, on atoms 1 to 2: -0.09, 0.36


Entry 3:
Computed, not measured: H4KN3O11 as an isolated structure, with ωB97M-V/def2-TZVPD.

Calculated values
Kohn-Sham gap   0.2520 hartree
E_HOMO   -2.466 eV
Relative energy (zero: lowest compared OMol25 entry of this formula, charge and spin)   0.000 eV

```
! RIJCOSX wB97M-V def2-TZVPD def2/J DEFGRID3
* xyz -2 1
O 4.607 -7.346 -11.963
O 9.801 -3.693 -8.117
O 8.413 -7.602 -9.968
N 5.820 -2.257 -10.035
N 10.897 -4.160 -7.984
N 4.841 -6.629 -11.022
H 5.858 -3.139 -7.351
O 11.073 -5.362 -8.120
H 6.819 -3.050 -6.184
H 7.498 -7.726 -10.217
K 7.486 -5.352 -8.449
O 4.972 -1.473 -9.859
O 5.969 -6.556 -10.596
O 5.907 -3.245 -6.401
O 6.799 -1.988 -10.738
O 3.926 -6.066 -10.401
O 5.777 -3.318 -9.450
H 8.755 -6.980 -10.611
O 11.861 -3.473 -7.743
*
```

These are the Löwdin partial charges, in e, on atoms 1 to 2: -0.04, -0.09


Entry 4:
Computed, not measured: one molecule with the formula H4N2, with ωB97M-V/def2-TZVPD.

Calculated values
Kohn-Sham gap   0.4052 hartree
SMILES   NN
E_HOMO   -9.714 eV
Relative energy (zero: lowest compared OMol25 entry of this formula, charge and spin)   0.117 eV

```
! RIJCOSX wB97M-V def2-TZVPD def2/J DEFGRID3
* xyz 0 1
H -1.126 -0.817 -0.463
H 1.084 0.424 -0.629
N -0.699 -0.160 0.197
N 0.708 -0.251 0.024
H -1.090 0.825 -0.013
H 1.123 -0.021 0.884
*
```

These are the Löwdin partial charges, in e, on atoms 1 to 2: 0.05, 0.06


Entry 5:
Computed, not measured: a 2-piece molecular cluster, H4N2O overall, with ωB97M-V/def2-TZVPD.

Calculated values
Kohn-Sham gap   0.2904 hartree
SMILES   [H]/N=N\[H].O
E_HOMO   -7.199 eV
Relative energy (zero: lowest compared OMol25 entry of this formula, charge and spin)   1.785 eV

```
! RIJCOSX wB97M-V def2-TZVPD def2/J DEFGRID3
* xyz 0 1
O -2.328 0.009 -0.123
H 2.682 0.734 0.367
N 2.069 0.035 -0.120
H 0.001 0.109 0.211
N 0.940 -0.224 0.069
H -2.705 -0.514 0.587
H -2.425 0.923 0.170
*
```

These are the Löwdin partial charges, in e, on atoms 1 to 2: -0.06, 0.05


Entry 6:
Computed, not measured: H4N2O2 as an isolated structure, with ωB97M-V/def2-TZVPD.

Calculated values
Kohn-Sham gap (alpha / beta)   0.3566 / 0.3566 hartree
E_HOMO (alpha / beta)   -8.576 / -8.576 eV
Relative energy (zero: lowest compared OMol25 entry of this formula, charge and spin)   2.400 eV

```
! RIJCOSX wB97M-V def2-TZVPD def2/J DEFGRID3
* xyz 0 1
O 0.635 -0.209 0.554
H 1.832 0.812 -0.456
N 1.743 -0.085 -0.040
O -0.661 -0.471 -0.434
H -1.505 1.001 0.278
H 1.962 -0.800 -0.812
H -2.267 -0.366 0.860
N -1.739 0.117 0.051
*
```

These are the Löwdin partial charges, in e, on atoms 1 to 2: -0.16, 0.07


Entry 7:
Computed, not measured: a 2-piece molecular cluster, H4N2O2P overall, with ωB97M-V/def2-TZVPD.

Calculated values
Kohn-Sham gap (alpha / beta)   0.2874 / 0.2874 hartree
E_HOMO (alpha / beta)   -3.394 / -3.394 eV
Relative energy (zero: lowest compared OMol25 entry of this formula, charge and spin)   4.792 eV

```
! RIJCOSX wB97M-V def2-TZVPD def2/J DEFGRID3
* xyz -1 1
H 0.305 -1.721 -0.723
O -0.806 2.288 0.240
H 0.490 -1.438 0.818
N -0.804 -0.194 0.036
O 1.040 0.837 1.550
H 1.388 0.574 -1.680
P 0.121 1.124 0.433
N -0.235 -1.489 -0.002
H -1.499 0.019 -0.672
*
```

These are the Löwdin partial charges, in e, on atoms 1 to 2: -0.06, -0.44


Entry 8:
Computed, not measured: a 2-piece molecular cluster, H4N2O2S overall, with ωB97M-V/def2-TZVPD.

Calculated values
Kohn-Sham gap   0.3528 hartree
SMILES   N=S(=O)=O.N
E_HOMO   -10.019 eV
Relative energy (zero: lowest compared OMol25 entry of this formula, charge and spin)   1.819 eV

```
! RIJCOSX wB97M-V def2-TZVPD def2/J DEFGRID3
* xyz 0 1
S 1.791 -0.542 -0.844
O 1.348 0.601 -0.104
H 0.569 -0.171 -2.529
N 1.278 -0.750 -2.239
O 2.729 -1.525 -0.385
N -2.068 0.388 1.549
H -1.161 0.032 1.695
H -2.309 1.152 2.232
H -2.177 0.815 0.626
*
```

These are the Löwdin partial charges, in e, on atoms 1 to 2: 0.70, -0.29